1.
This record from OMol25 describes 2 unconnected molecules or ions with the total composition C4H7FIP. The level of theory is wB97M-V/def2-TZVPD.

```
14
Properties=species:S:1:pos:R:3:forces:R:3:lowdin_charge:R:1
C 0.957 0.001 0.356 -1.0880 0.9572 -0.2662 -0.174
C -0.371 0.346 0.406 0.5385 -0.8237 -0.8690 -0.462
C 1.759 0.057 -0.892 -0.8986 1.1783 1.5915 -0.185
C -1.297 -0.027 1.580 -0.8677 3.5136 -0.6583 -0.094
F -2.450 1.217 -0.696 -1.1224 0.2510 -0.2918 -0.361
P -0.964 1.056 -1.180 0.8254 -1.2723 1.6252 1.004
I 0.001 -2.265 -2.956 -0.3552 0.4071 0.1333 -0.023
H 1.468 -0.381 1.201 0.1673 -0.5828 0.9859 0.099
H 2.801 0.093 -0.719 1.0688 0.2720 0.1103 0.076
H 1.400 0.865 -1.502 0.3023 0.2981 -0.6971 0.019
H 1.519 -0.860 -1.328 -0.1501 -1.6750 -1.3943 -0.097
H -1.378 0.848 2.280 0.5536 -0.6579 -0.2983 0.092
H -2.351 -0.071 1.308 0.0875 -0.3637 -0.6118 0.058
H -1.092 -0.880 2.140 0.9386 -1.5018 0.6406 0.048
```
Positions in Å, forces in eV/Å.

Output
- F_max: 3.68 eV/A
- Relative energy (zero: lowest compared OMol25 entry of this formula, charge and spin): 1.718 eV
- Frontier orbital gap (alpha / beta): 7.65 / 5.10 eV
- Multiplicity: 1

=====

2.
This record from OMol25 describes C6H9IO3 in the gas phase. The level of theory is wB97M-V/def2-TZVPD.

```
19
Properties=species:S:1:pos:R:3:forces:R:3:lowdin_charge:R:1
C -0.030 -0.036 -4.070 -1.3734 0.5693 1.0030 0.035
C -0.982 0.690 -3.344 1.9666 -1.4981 -1.2076 -0.140
O -1.542 0.018 -2.178 1.2639 0.4992 0.9846 -0.015
C -0.862 0.585 -1.059 -0.4781 2.0476 -0.9371 -0.446
O -0.596 1.790 -1.112 -0.1057 -3.0573 1.0188 0.086
O -0.615 -0.275 0.006 -0.3824 2.3716 -2.5272 -0.153
C 0.168 0.358 1.044 0.6989 -0.9531 1.9246 -0.202
C -0.084 -0.495 2.416 0.2346 1.1968 -0.1587 -0.705
C 1.257 -0.767 3.223 -0.5088 0.5701 -0.0878 -0.179
I -1.208 -2.306 1.919 0.4601 0.2248 0.7468 0.822
H -0.116 -1.169 -4.177 0.5493 1.6306 1.1246 0.081
H 0.888 0.439 -4.524 -1.8582 -0.2223 -0.3574 0.069
H -1.348 1.730 -3.574 0.8780 -1.1747 0.8690 0.130
H 1.276 0.263 0.768 -1.5917 0.3874 0.2929 0.146
H -0.144 1.416 1.287 0.4136 -1.1837 -0.8402 0.137
H -0.784 0.134 3.068 0.9277 -1.1495 -0.9137 0.084
H 1.678 0.263 3.507 -0.4114 -1.4449 -0.4662 0.090
H 2.022 -1.337 2.600 -1.0617 0.6805 0.8854 0.085
H 1.020 -1.300 4.199 0.3786 0.5059 -1.3539 0.076
```
Positions in Å, forces in eV/Å.

Output
- F_max: 3.49 eV/A
- Relative energy (zero: lowest compared OMol25 entry of this formula, charge and spin): 0.876 eV
- Frontier orbital gap: 9.74 eV
- SMILES string: C=COC(=O)OC[C@H](C)I
- Multiplicity: 1

=====

3.
This record from OMol25 describes 7 unconnected molecules or ions with the total composition C42H100O23P2. The level of theory is wB97M-V/def2-TZVPD.

```
167
Properties=species:S:1:pos:R:3:forces:R:3:lowdin_charge:R:1
C 0.318 2.832 0.046 -0.4052 -0.0687 -0.6416 -0.058
C -1.143 2.469 0.259 0.3647 0.2866 -0.7503 -0.243
O -1.265 1.151 0.812 -0.2103 0.1151 0.4504 -0.190
P -1.417 -0.085 -0.183 -0.4442 0.8472 0.0160 0.345
O -0.404 -0.072 -1.231 0.1275 -0.1769 -0.5553 -0.207
O -1.478 -1.294 0.794 0.4538 -0.9641 0.8163 -0.192
C -0.457 -1.439 1.835 -0.1533 1.5038 -0.2678 -0.216
C -1.064 -1.016 3.151 -0.5597 -0.7825 0.1666 -0.041
O -2.906 -0.009 -0.686 0.1402 0.1003 -0.2057 -0.165
C -4.005 -0.388 0.169 -0.8717 -0.8391 -1.0112 -0.224
C -4.297 -1.860 -0.073 0.1460 -0.7358 0.7603 -0.067
H 0.590 2.426 -0.928 0.3578 -0.2926 0.1981 0.047
H 0.424 3.910 -0.085 0.1445 0.0443 0.5136 0.085
H 0.948 2.385 0.812 0.1465 0.3325 0.1163 0.070
H -1.687 3.175 0.884 0.0496 -0.2169 0.3309 0.112
H -1.593 2.514 -0.739 -0.3926 -0.1495 0.1941 0.101
H -0.063 -2.449 1.806 -0.1509 -0.0979 0.0353 0.111
H 0.316 -0.702 1.602 0.3747 -0.4324 -0.0044 0.099
H -1.891 -1.681 3.421 0.1473 -0.1099 0.0308 0.061
H -0.317 -1.067 3.943 -0.0009 0.1843 0.0158 0.083
H -1.512 -0.027 3.073 0.3682 0.1716 -0.0077 0.061
H -3.843 -0.109 1.207 0.1579 -0.0048 0.0508 0.114
H -4.884 0.116 -0.236 0.2445 0.5737 0.2225 0.120
H -3.550 -2.517 0.373 0.2578 0.1747 -0.2341 0.059
H -5.208 -2.222 0.412 -0.2062 0.4909 -0.0995 0.073
H -4.352 -2.057 -1.142 0.0259 0.0701 -0.0328 0.072
C 7.392 3.484 -4.645 0.1269 0.1870 -0.1072 -0.076
C 6.248 2.801 -3.949 -0.2449 0.7155 -0.2466 -0.270
O 6.717 1.599 -3.330 -0.1907 -0.0104 -0.1773 -0.168
P 6.374 1.295 -1.821 0.2829 -0.4269 -0.1150 0.358
O 6.111 2.468 -0.993 -0.1836 0.4895 0.2509 -0.214
O 5.225 0.226 -1.935 -0.2201 0.0380 0.0012 -0.148
C 4.402 -0.099 -0.796 0.2512 0.1441 0.6134 -0.238
C 3.334 0.910 -0.500 -0.8992 0.4183 -0.4623 -0.081
O 7.601 0.425 -1.341 -0.0050 -0.3369 -0.2155 -0.174
C 8.944 0.936 -1.355 0.2249 0.4315 -0.1337 -0.254
C 9.638 0.680 -2.679 -0.0330 -1.2773 0.0788 -0.070
H 7.016 4.412 -5.081 0.1173 0.0173 -0.0041 0.081
H 8.185 3.724 -3.937 0.0172 0.0410 -0.0140 0.080
H 7.808 2.879 -5.450 -0.0082 -0.0787 0.0259 0.079
H 5.817 3.479 -3.210 0.1062 -0.1701 0.2130 0.109
H 5.452 2.608 -4.673 0.0514 -0.5380 0.1102 0.123
H 3.914 -1.040 -1.036 0.2407 -0.1684 -0.0494 0.118
H 5.033 -0.229 0.089 0.1363 -0.1686 -0.1285 0.112
H 3.650 1.948 -0.409 0.4560 -0.1085 -0.0134 0.070
H 2.596 0.886 -1.308 -0.0990 -0.0046 0.1416 0.079
H 2.832 0.650 0.434 -0.0148 -0.1448 -0.0531 0.064
H 8.943 2.001 -1.107 -0.1161 -0.0397 0.1073 0.115
H 9.462 0.386 -0.573 -0.0068 0.1415 0.1412 0.119
H 9.072 0.995 -3.549 0.0455 0.3923 0.0742 0.059
H 10.662 1.050 -2.688 -0.0982 0.3444 0.0360 0.080
H 9.732 -0.410 -2.769 -0.0058 0.0880 -0.1304 0.083
C 0.846 -3.437 -1.079 1.5024 0.0731 0.1960 -0.108
O 0.131 -4.525 -1.606 0.2433 0.4041 -0.1051 -0.180
C -1.233 -4.254 -1.812 -0.3739 -0.7885 0.0326 -0.207
C -1.519 -3.363 -3.010 0.4217 0.0192 -0.1143 -0.173
O -2.904 -3.090 -3.139 0.2767 -0.1405 -0.0053 -0.131
C -3.673 -4.210 -3.507 -1.2718 0.1125 0.3834 -0.225
C -3.426 -4.764 -4.897 -0.5878 -0.7438 0.0893 -0.210
O -3.342 -3.784 -5.899 0.4745 -0.4974 0.0794 -0.154
C -4.469 -2.976 -5.990 -0.4061 1.9173 0.4099 -0.131
H 1.845 -3.794 -0.795 -0.2657 -0.3634 0.1451 0.090
H 0.398 -3.019 -0.176 -0.3028 0.0794 -0.1803 0.065
H 1.119 -2.645 -1.786 -0.7780 0.0914 -0.1424 0.089
H -1.717 -3.903 -0.891 0.0691 0.3006 -0.0729 0.129
H -1.644 -5.244 -2.028 -0.1593 0.0608 0.0942 0.122
H -1.118 -3.872 -3.896 -0.1263 0.0874 -0.0617 0.133
H -0.993 -2.409 -2.939 -0.2172 0.0889 0.1596 0.116
H -4.719 -3.885 -3.448 0.1749 0.3695 -0.2029 0.121
H -3.700 -5.009 -2.753 0.6236 -0.1313 -0.1411 0.124
H -4.274 -5.435 -5.120 -0.0648 0.0927 0.1331 0.129
H -2.572 -5.442 -4.932 0.3940 0.5087 -0.2383 0.124
H -5.443 -3.452 -6.148 0.2972 -0.5284 -0.3406 0.097
H -4.260 -2.220 -6.749 -0.1476 -0.4539 -0.4277 0.085
H -4.628 -2.323 -5.113 0.2610 -0.4381 0.2271 0.082
C 7.857 2.637 4.030 -0.0140 0.8981 -0.3752 -0.126
O 7.743 1.459 3.288 -0.1062 -0.3949 0.0994 -0.170
C 7.040 1.592 2.064 0.8949 0.2302 -0.1253 -0.193
C 5.667 2.203 2.175 -0.0211 -0.2246 -0.2706 -0.208
O 4.880 1.532 3.139 -0.1371 -0.0442 -0.0592 -0.116
C 3.641 2.179 3.320 0.0370 0.8028 0.1656 -0.200
C 2.609 1.190 3.749 -0.7246 -0.4003 0.8585 -0.202
O 2.393 0.203 2.753 0.2089 -0.3556 0.5614 -0.208
C 3.015 -1.029 3.105 0.2105 -0.3606 -1.0660 -0.090
H 6.881 3.049 4.314 0.0248 -0.2665 0.3377 0.080
H 8.338 3.457 3.464 0.0770 -0.2795 -0.1288 0.094
H 8.483 2.450 4.897 -0.1651 -0.1772 0.1200 0.088
H 7.079 0.608 1.593 -0.4135 -0.1123 0.2054 0.123
H 7.635 2.233 1.395 -0.2290 0.1290 -0.0442 0.121
H 5.165 2.121 1.210 0.2078 0.2270 -0.1334 0.090
H 5.779 3.270 2.410 -0.1929 -0.0166 0.1121 0.130
H 3.279 2.699 2.421 0.2587 -0.2810 -0.2152 0.127
H 3.769 2.975 4.070 -0.2122 -0.1015 0.1050 0.136
H 1.644 1.637 4.013 0.1022 0.4439 -0.4778 0.113
H 2.882 0.724 4.703 0.3504 -0.1136 -0.1692 0.128
H 2.296 -1.782 3.448 -0.0841 0.2637 0.3709 0.080
H 3.834 -0.876 3.803 -0.0954 -0.0663 0.1994 0.089
H 3.465 -1.467 2.205 -0.0419 0.1872 -0.0441 0.085
C -1.759 5.218 5.811 -0.0573 -0.1165 -0.1814 -0.095
O -0.861 4.204 5.404 0.2551 -0.5803 0.5533 -0.169
C -1.188 3.441 4.276 -0.3310 0.7215 -1.1894 -0.205
C -2.600 2.897 4.165 0.5061 -0.8015 0.8861 -0.223
O -3.543 3.915 3.995 -0.2184 0.0026 -0.4939 -0.153
C -4.861 3.412 4.065 -0.2165 -0.1582 -0.3716 -0.187
C -5.820 4.527 3.707 0.2478 0.3892 -0.1847 -0.220
O -7.073 4.247 4.270 -0.1142 -0.0477 0.1595 -0.184
C -8.089 5.089 3.764 -0.0955 -0.1476 0.6545 -0.107
H -1.883 5.948 5.005 -0.0855 0.1416 0.1415 0.095
H -1.335 5.672 6.703 0.1914 0.1259 -0.1407 0.089
H -2.737 4.825 6.088 -0.0272 -0.0503 -0.1055 0.082
H -0.478 2.618 4.180 -0.0555 -0.0736 0.4267 0.109
H -1.023 4.029 3.352 -0.0461 0.1647 0.1801 0.129
H -2.850 2.317 5.070 0.0588 0.0792 0.0388 0.137
H -2.592 2.159 3.348 -0.1962 0.2285 -0.2039 0.112
H -5.079 3.022 5.066 -0.0246 0.1284 0.0402 0.135
H -5.005 2.587 3.352 0.1666 -0.0717 0.1018 0.129
H -5.937 4.639 2.620 0.2090 -0.1531 -0.0065 0.126
H -5.375 5.472 4.059 -0.2828 -0.0132 0.1878 0.134
H -9.022 4.793 4.242 0.0179 -0.1833 -0.1320 0.087
H -8.175 4.973 2.681 -0.0143 0.2685 -0.0498 0.088
H -7.920 6.125 4.080 0.1422 0.0895 -0.4077 0.091
C -6.047 -4.739 2.602 -0.5532 0.0899 0.5191 -0.102
O -5.053 -3.736 2.619 0.0622 -0.1601 -0.0339 -0.187
C -4.206 -3.797 3.745 -0.8261 0.7908 0.6622 -0.213
C -3.059 -4.746 3.653 0.6420 0.1011 -0.1225 -0.206
O -3.443 -6.108 3.656 0.0834 0.3197 -0.0130 -0.133
C -2.297 -6.939 3.588 -0.5736 -0.8310 0.4866 -0.186
C -1.607 -6.924 2.234 0.1718 0.3518 0.1754 -0.205
O -0.477 -6.086 2.303 0.8197 0.4377 0.6012 -0.207
C 0.500 -6.324 1.300 -1.7442 -0.9508 -0.9137 -0.083
H -6.610 -4.758 3.548 0.2661 0.0122 0.0771 0.089
H -5.632 -5.736 2.452 -0.0424 0.0258 -0.2534 0.083
H -6.796 -4.456 1.863 0.2953 -0.1791 -0.3465 0.086
H -4.798 -3.927 4.666 -0.0369 -0.5027 -0.1750 0.132
H -3.832 -2.777 3.883 0.3705 -0.1109 -0.2718 0.113
H -2.378 -4.563 4.499 -0.0659 0.0523 0.0375 0.137
H -2.486 -4.494 2.750 -0.0338 -0.1613 -0.0464 0.124
H -2.651 -7.949 3.818 -0.2048 0.0754 -0.3143 0.126
H -1.623 -6.732 4.427 0.2983 0.3808 -0.3256 0.131
H -2.315 -6.518 1.499 -0.0393 -0.2680 -0.1193 0.135
H -1.325 -7.946 1.954 0.0790 0.0755 -0.0764 0.123
H 0.035 -6.092 0.333 0.4392 0.2996 -0.0937 0.078
H 0.662 -7.410 1.246 0.6068 0.1205 0.1893 0.087
H 1.408 -5.752 1.435 -0.0144 0.0817 0.3688 0.087
C -0.759 4.484 -6.167 -0.2389 0.3748 -0.7340 -0.107
O -0.860 4.806 -4.798 0.1470 0.0448 -0.1125 -0.161
C -0.212 3.919 -3.930 -0.0757 -0.0182 0.6858 -0.217
C -0.970 2.651 -3.631 0.0304 -0.4058 -0.3745 -0.187
O -1.112 1.889 -4.817 -0.1800 0.1742 -0.0058 -0.140
C -1.086 0.504 -4.612 1.3936 -0.3979 0.6273 -0.214
C -1.415 -0.214 -5.910 -0.3747 -0.0428 -0.1384 -0.175
O -2.348 0.483 -6.723 0.0169 -0.6034 0.2805 -0.170
C -3.615 0.626 -6.146 -0.8066 0.2648 0.5317 -0.129
H -0.997 5.390 -6.732 0.0085 0.0577 0.1797 0.085
H -1.471 3.722 -6.493 0.1348 -0.1969 0.2362 0.082
H 0.252 4.192 -6.468 0.0229 -0.1599 0.2403 0.091
H -0.110 4.445 -2.974 0.0417 0.0843 -0.0802 0.123
H 0.803 3.651 -4.254 -0.0733 0.1119 -0.3004 0.132
H -1.977 2.857 -3.250 0.1128 0.0971 0.2558 0.137
H -0.377 2.087 -2.898 -0.2092 -0.0103 0.1192 0.100
H -1.619 0.133 -3.723 -0.8341 0.4873 -0.3434 0.112
H -0.061 0.224 -4.295 0.0036 -0.0960 -0.3640 0.131
H -1.792 -1.209 -5.630 0.0464 -0.0410 -0.2395 0.116
H -0.549 -0.329 -6.560 0.1407 0.0314 0.1991 0.127
H -3.792 1.679 -5.908 -0.1388 0.0050 -0.2391 0.088
H -3.799 0.097 -5.200 0.6483 -0.1634 -0.0065 0.086
H -4.400 0.230 -6.798 0.1397 0.3015 -0.3266 0.080
```
Positions in Å, forces in eV/Å.

Output
- F_max: 2.19 eV/A
- Relative energy (zero: lowest compared OMol25 entry of this formula, charge and spin): 0.000 eV
- Frontier orbital gap: 9.65 eV
- SMILES string: CCOP(=O)(OCC)OCC.CCOP(=O)(OCC)OCC.COCCOCCOC.COCCOCCOC.COCCOCCOC.COCCOCCOC.COCCOCCOC
- Multiplicity: 1

=====

4.
This record from OMol25 describes a molecular structure, C2H2LaO2P. The level of theory is wB97M-V/def2-TZVPD.

```
8
Properties=species:S:1:pos:R:3:forces:R:3:lowdin_charge:R:1
H 2.130 -3.847 -0.115 -0.5258 0.2506 0.2217 -0.227
P 1.620 1.302 0.130 -1.4982 0.3876 -0.0114 0.795
O 0.134 1.896 -0.059 1.1138 -0.5726 0.3238 -0.500
C -1.120 1.367 -0.051 -0.3930 0.1825 -0.1748 -0.147
H -1.921 2.024 -0.382 0.1476 -0.0917 0.2432 0.163
C -1.398 0.100 0.266 -0.2057 -0.5986 -0.5340 -0.122
O -1.688 -1.011 0.402 0.4624 0.7820 0.2783 0.244
La 2.243 -1.830 -0.189 0.8988 -0.3398 -0.3468 1.793
```
Positions in Å, forces in eV/Å.

Output
- F_max: 1.55 eV/A
- Total charge: +2
- Relative energy (zero: lowest compared OMol25 entry of this formula, charge and spin): 3.850 eV
- Frontier orbital gap (alpha / beta): 6.03 / 6.00 eV
- Multiplicity: 1

=====

5.
This record from OMol25 describes a gas-phase ion, CH3IN5 (charge +1). The level of theory is wB97M-V/def2-TZVPD.

```
10
Properties=species:S:1:pos:R:3:forces:R:3:lowdin_charge:R:1
C 0.987 -0.044 -1.642 2.8215 0.1113 -0.8921 -0.263
N -0.338 0.071 -1.686 0.1327 0.7558 1.2141 -0.338
N 1.439 -0.069 -0.389 -0.3246 0.2063 -0.8521 0.148
N -0.773 0.172 -0.401 -0.1431 -0.4520 -0.9696 0.115
N 0.308 0.061 0.278 0.7118 -0.7377 1.7253 -0.272
N 0.331 -0.116 1.615 2.4086 0.1955 1.9109 0.144
I -1.209 -0.914 -3.664 -0.5834 -0.2950 -0.6927 0.995
H 1.766 -0.058 -2.507 -2.0079 -0.1029 1.5513 0.160
H 1.253 -0.101 2.217 -2.3133 0.1850 -2.5804 0.200
H -0.512 -0.212 2.141 -0.7024 0.1337 -0.4147 0.112
```
Positions in Å, forces in eV/Å.

Output
- F_max: 3.47 eV/A
- Total charge: +1
- Relative energy (zero: lowest compared OMol25 entry of this formula, charge and spin): 0.000 eV
- Frontier orbital gap (alpha / beta): 10.59 / 5.59 eV
- Multiplicity: 3

=====

What is the formula in the fifth record? CH3IN5

=====

What did the second record say?
This record from OMol25 describes C6H9IO3 in the gas phase. The level of theory is wB97M-V/def2-TZVPD.

```
19
Properties=species:S:1:pos:R:3:forces:R:3:lowdin_charge:R:1
C -0.030 -0.036 -4.070 -1.3734 0.5693 1.0030 0.035
C -0.982 0.690 -3.344 1.9666 -1.4981 -1.2076 -0.140
O -1.542 0.018 -2.178 1.2639 0.4992 0.9846 -0.015
C -0.862 0.585 -1.059 -0.4781 2.0476 -0.9371 -0.446
O -0.596 1.790 -1.112 -0.1057 -3.0573 1.0188 0.086
O -0.615 -0.275 0.006 -0.3824 2.3716 -2.5272 -0.153
C 0.168 0.358 1.044 0.6989 -0.9531 1.9246 -0.202
C -0.084 -0.495 2.416 0.2346 1.1968 -0.1587 -0.705
C 1.257 -0.767 3.223 -0.5088 0.5701 -0.0878 -0.179
I -1.208 -2.306 1.919 0.4601 0.2248 0.7468 0.822
H -0.116 -1.169 -4.177 0.5493 1.6306 1.1246 0.081
H 0.888 0.439 -4.524 -1.8582 -0.2223 -0.3574 0.069
H -1.348 1.730 -3.574 0.8780 -1.1747 0.8690 0.130
H 1.276 0.263 0.768 -1.5917 0.3874 0.2929 0.146
H -0.144 1.416 1.287 0.4136 -1.1837 -0.8402 0.137
H -0.784 0.134 3.068 0.9277 -1.1495 -0.9137 0.084
H 1.678 0.263 3.507 -0.4114 -1.4449 -0.4662 0.090
H 2.022 -1.337 2.600 -1.0617 0.6805 0.8854 0.085
H 1.020 -1.300 4.199 0.3786 0.5059 -1.3539 0.076
```
Positions in Å, forces in eV/Å.

Output
- F_max: 3.49 eV/A
- Relative energy (zero: lowest compared OMol25 entry of this formula, charge and spin): 0.876 eV
- Frontier orbital gap: 9.74 eV
- SMILES string: C=COC(=O)OC[C@H](C)I
- Multiplicity: 1